{"formula": "C31H23N3O10Sm", "method": "the ωB97M-V functional and the def2-TZVPD basis", "lumo_ev": [2.37, 2.38], "gap_ev": [7.1, 7.1], "homo_energy_ev": [-4.8, -4.8], "multiplicity": 6, "total_charge": -1, "symbols": ["Sm", "O", "C", "C", "C", "C", "C", "C", "C", "N", "C", "C", "N", "C", "C", "C", "C", "C", "C", "C", "O", "H", "H", "H", "H", "H", "H", "H", "H", "H", "H", "H", "H", "H", "H", "O", "C", "O", "C", "C", "C", "C", "C", "N", "C", "O", "O", "H", "H", "H", "H", "O", "C", "O", "C", "C", "C", "C", "O", "C", "O", "C", "C", "H", "H", "H", "H", "H"], "positions_angstrom": [[-0.852638, -0.368247, 0.749604], [0.164043, -2.200203, -0.117655], [-0.032624, -3.448799, 0.008530], [1.071741, -4.347179, 0.129230], [0.906889, -5.696456, 0.253954], [-0.373017, -6.264456, 0.248470], [-1.464277, -5.445602, 0.108475], [-1.341215, -4.052084, -0.014590], [-2.522704, -3.277219, -0.202489], [-2.591119, -1.993867, -0.252286], [-3.873811, -1.401836, -0.573766], [-3.627259, 0.009980, -1.133789], [-3.008261, 0.776395, -0.081826], [-3.397658, 1.973841, 0.148640], [-3.009238, 2.733752, 1.296158], [-3.373068, 4.082399, 1.386785], [-3.087375, 4.840745, 2.495694], [-2.420203, 4.246884, 3.572791], [-2.046891, 2.933231, 3.526402], [-2.306641, 2.104442, 2.390330], [-1.959084, 0.882774, 2.386098], [2.055512, -3.898353, 0.138801], [1.770355, -6.342237, 0.362775], [-0.490106, -7.333905, 0.358842], [-2.459627, -5.876105, 0.099894], [-3.444315, -3.866544, -0.356129], [-4.472767, -1.309093, 0.344490], [-4.431675, -2.013759, -1.301945], [-4.571636, 0.465710, -1.476923], [-2.933946, -0.073275, -1.981353], [-4.130585, 2.455837, -0.523299], [-3.882141, 4.542642, 0.546775], [-3.368492, 5.884333, 2.537926], [-2.199508, 4.844209, 4.449861], [-1.514863, 2.472134, 4.348511], [1.963092, 3.407551, 1.263063], [1.166457, 2.340087, 1.429759], [0.058751, 2.305641, 0.945423], [1.766112, 1.236205, 2.217662], [3.093727, 1.216606, 2.623369], [3.558754, 0.078979, 3.271356], [2.678783, -0.955660, 3.526539], [1.359530, -0.851492, 3.076773], [0.931342, 0.215506, 2.422129], [0.298762, -1.983874, 3.320102], [0.564073, -2.781951, 4.211111], [-0.704112, -1.918283, 2.574271], [1.493896, 4.053289, 0.709847], [3.740786, 2.054691, 2.418653], [4.597376, 0.004859, 3.563363], [2.975677, -1.850995, 4.051330], [-0.408292, 0.419911, -1.552463], [0.823966, 0.507543, -1.370316], [1.393844, 0.313318, -0.274703], [1.719497, 0.902666, -2.525983], [2.764124, 1.786780, -2.294828], [3.659241, 2.144216, -3.298439], [3.483347, 1.545821, -4.521950], [4.243814, 1.678367, -5.663430], [3.666675, 0.806082, -6.607510], [2.510642, 0.214988, -6.065606], [2.436893, 0.656412, -4.760886], [1.526887, 0.330169, -3.785285], [2.883100, 2.194502, -1.303034], [4.461681, 2.842620, -3.126931], [4.396967, 0.019956, -6.873952], [3.404168, 1.373349, -7.515551], [0.708643, -0.347948, -3.956870]], "forces_ev_per_a": [[-0.3, 0.3, 0.1], [0.2, 0.0, 0.0], [-0.3, -0.9, -0.2], [0.0, 0.4, 0.0], [-0.1, -0.1, 0.0], [-0.1, -0.3, 0.0], [0.0, 0.1, 0.0], [0.8, -0.1, 0.2], [-0.4, 0.5, -0.2], [0.0, -0.4, 0.2], [-0.3, 0.3, -0.2], [-0.2, -0.3, -0.2], [0.0, 0.3, -0.2], [-0.2, -0.5, -0.2], [0.5, 0.1, 0.6], [0.0, 0.0, 0.0], [-0.1, 0.3, -0.1], [0.0, 0.1, -0.1], [0.1, -0.3, 0.0], [-0.5, 0.5, -0.1], [0.1, -0.2, 0.2], [0.1, 0.0, 0.0], [0.1, 0.0, 0.0], [-0.1, 0.0, 0.0], [-0.1, 0.0, 0.0], [0.1, 0.1, 0.0], [0.0, 0.0, -0.2], [0.1, 0.1, 0.1], [0.1, -0.1, 0.0], [-0.1, 0.0, 0.1], [0.1, -0.2, 0.1], [-0.1, 0.0, -0.1], [0.0, 0.0, 0.0], [0.0, 0.0, 0.0], [0.0, -0.1, 0.1], [0.4, 0.1, 0.1], [-0.6, 0.4, -0.6], [0.3, -0.1, 0.2], [0.5, -0.2, 0.3], [-0.4, 0.1, -0.1], [-0.2, -0.1, 0.0], [-0.1, 0.1, 0.0], [-0.3, -0.4, 0.3], [0.6, 0.0, 0.1], [1.0, 0.3, 0.4], [0.1, -0.1, 0.1], [-0.6, 0.3, -0.5], [-0.1, -0.3, 0.1], [0.0, 0.1, 0.0], [0.0, 0.0, 0.1], [0.0, -0.1, 0.0], [-0.6, -0.1, -0.2], [0.9, 0.4, -0.5], [-0.1, -0.1, 0.1], [0.0, 0.0, 0.2], [-0.2, -0.1, 0.1], [0.1, -0.1, -0.3], [-0.4, -0.4, 0.0], [0.0, 0.3, 0.4], [0.5, -0.2, -1.1], [-0.4, -0.1, 0.3], [0.4, 0.4, 0.2], [0.1, 0.1, -0.2], [0.0, 0.0, 0.1], [0.1, 0.1, 0.0], [-0.2, 0.2, 0.1], [0.0, -0.1, 0.2], [-0.1, -0.1, 0.0]]}